No. 1
This record from the Open Molecules 2025 dataset describes a molecular structure, C27H50N4OSbSi3Tl. The level of theory is ωB97M-V with the def2-TZVPD basis set.

Its spin multiplicity is 1. The calculation puts the frontier orbital gap at 0.2510 Eh. Its largest force on an atom is 0.823 eV/A. Its charge is 0.

Element x y z (Å)
Tl (0.1802, 3.4134, -0.4248)
C (1.0762, -1.6599, -2.8399)
Sb (-0.0201, -0.5855, -1.2741)
C (0.7021, 1.3179, -1.9175)
C (2.0539, 1.7510, -1.7850)
C (3.1413, 0.9351, -1.3768)
C (4.4138, 1.4363, -1.3542)
C (4.6425, 2.7744, -1.7056)
C (3.5409, 3.5388, -2.0134)
N (2.2863, 3.0768, -2.0347)
Si (-0.2388, 1.9786, -3.3872)
C (-1.9576, 1.1997, -3.5657)
C (0.7096, 1.6299, -4.9906)
C (-0.6348, 3.8521, -3.4468)
C (0.9067, -1.6785, 0.5778)
C (1.4727, -0.7616, 1.6252)
C (1.9104, -1.3049, 2.8496)
C (2.4430, -0.4992, 3.8310)
C (2.5585, 0.8613, 3.5853)
C (2.1004, 1.3213, 2.3689)
N (1.5443, 0.5573, 1.4259)
Si (2.1305, -3.0618, 0.1337)
C (3.6898, -2.5131, -0.7859)
C (2.9002, -3.9945, 1.6041)
C (1.2229, -4.3882, -0.8746)
Si (-0.6954, -2.3948, 1.3544)
C (-0.4599, -3.8065, 2.6007)
C (-1.5290, -0.9574, 2.2574)
C (-1.9243, -3.1520, 0.1257)
H (0.4570, -1.6296, -3.7371)
H (1.2686, -2.6989, -2.5809)
H (2.0140, -1.1470, -3.0457)
H (2.9342, -0.0890, -1.1063)
H (5.2466, 0.8013, -1.0730)
H (5.6373, 3.1962, -1.7124)
H (3.6548, 4.5940, -2.2474)
H (-1.9391, 0.1107, -3.4755)
H (-2.3747, 1.4519, -4.5430)
H (-2.6288, 1.5965, -2.8020)
H (0.8017, 0.5541, -5.1596)
H (1.7173, 2.0488, -4.9396)
H (0.2019, 2.0665, -5.8540)
H (-1.4470, 4.1159, -2.7601)
H (-0.9683, 4.1351, -4.4482)
H (0.2472, 4.4502, -3.2139)
H (1.8206, -2.3693, 3.0066)
H (2.7762, -0.9243, 4.7697)
H (2.9855, 1.5391, 4.3111)
H (2.2141, 2.3754, 2.1334)
H (4.2719, -1.8144, -0.1793)
H (3.4921, -2.0466, -1.7511)
H (4.3133, -3.3924, -0.9637)
H (3.6350, -3.3768, 2.1248)
H (3.4277, -4.8684, 1.2136)
H (2.1765, -4.3526, 2.3380)
H (0.3627, -3.9883, -1.4126)
H (0.8678, -5.1923, -0.2259)
H (1.9001, -4.8326, -1.6071)
H (0.0914, -3.5160, 3.4969)
H (0.0579, -4.6515, 2.1415)
H (-1.4424, -4.1627, 2.9189)
H (-1.1038, -0.8206, 3.2545)
H (-2.6056, -1.1112, 2.3632)
H (-1.3651, -0.0326, 1.6985)
H (-1.5475, -4.0956, -0.2749)
H (-2.1507, -2.4928, -0.7118)
H (-2.8576, -3.3715, 0.6505)
C (-1.7683, 3.1657, 2.6389)
N (-3.0127, 2.4779, 2.3209)
C (-4.1148, 2.7558, 3.2301)
C (-3.0797, 1.8590, 1.0993)
O (-2.1140, 1.9559, 0.3227)
N (-4.1746, 1.1182, 0.7352)
C (-4.0600, 0.2860, -0.4601)
C (-5.3488, 0.7522, 1.5084)
H (-1.6450, 3.1841, 3.7204)
H (-1.7634, 4.1932, 2.2608)
H (-0.9273, 2.6306, 2.2094)
H (-3.7470, 3.4077, 4.0176)
H (-4.4928, 1.8529, 3.7105)
H (-4.9296, 3.2889, 2.7365)
H (-3.0760, 0.3952, -0.8945)
H (-4.8160, 0.5713, -1.1956)
H (-4.2096, -0.7632, -0.1894)
H (-5.6860, 1.5265, 2.1816)
H (-5.1821, -0.1675, 2.0812)
H (-6.1615, 0.5647, 0.8069)

No. 2
This record from the Open Molecules 2025 dataset describes 4 unconnected molecules or ions with the total composition C27H50NO11 in a non-equilibrium geometry. The level of theory is ωB97M-V with the def2-TZVPD basis set.

Its spin multiplicity is 2. The calculation puts the frontier orbital gap (spin up / spin down) at 0.3303 / 0.3216 Eh. Its largest force on an atom is 2.518 eV/A. The expectation value of S² is 0.75. Its charge is 0.

Element x y z (Å)
C (-2.8495, 0.0487, -4.5760)
C (-2.3262, 1.2932, -4.4794)
C (-2.5514, 2.2315, -3.3188)
C (-2.0219, 1.7014, -1.9408)
C (-3.1346, 0.8762, -1.2846)
C (-4.3254, 1.7125, -0.8403)
C (-5.2903, 1.0088, 0.0325)
O (-4.3424, 2.0563, 0.5100)
C (-1.5594, 2.9373, -1.1463)
C (-0.5960, 2.7333, 0.0303)
C (0.0586, 4.1130, 0.2998)
C (-1.3166, 2.3637, 1.3384)
N (0.5089, 1.8032, -0.2954)
O (1.3499, 1.6482, 0.6532)
C (0.1522, 0.5529, -0.9977)
C (1.4589, 0.0215, -1.6238)
C (-0.3347, -0.5496, -0.0468)
C (-0.7868, 0.8114, -2.1937)
H (-3.9117, -0.1586, -4.4726)
H (-2.1957, -0.8015, -4.7569)
H (-1.7268, 1.6775, -5.3048)
H (-2.0706, 3.1808, -3.5548)
H (-3.6264, 2.4394, -3.2582)
H (-3.5391, 0.1680, -2.0115)
H (-2.8167, 0.3940, -0.3633)
H (-4.7358, 2.4179, -1.5571)
H (-4.9104, 0.0640, 0.4005)
H (-6.2249, 1.4599, 0.3265)
H (-2.3905, 3.5382, -0.7696)
H (-1.0292, 3.5718, -1.8631)
H (0.9767, 4.1745, -0.2884)
H (0.3264, 4.2417, 1.3446)
H (-0.5856, 4.9133, -0.0618)
H (-2.0756, 1.5968, 1.2181)
H (-1.8091, 3.2655, 1.7013)
H (-0.5913, 2.0544, 2.0903)
H (2.0719, -0.3695, -0.8113)
H (1.2616, -0.8011, -2.3089)
H (2.0408, 0.8226, -2.0753)
H (0.5054, -0.8864, 0.5599)
H (-1.1158, -0.2327, 0.6401)
H (-0.6776, -1.4103, -0.6209)
H (-0.1640, 1.2378, -2.9833)
H (-1.1263, -0.1761, -2.5011)
C (7.5150, -1.8001, -3.9006)
C (6.1193, -1.6285, -4.4579)
O (5.2882, -0.8495, -3.5818)
C (5.4710, 0.4680, -3.6460)
O (6.2370, 1.0460, -4.3725)
O (4.6582, 1.0410, -2.7588)
C (4.7878, 2.4623, -2.6642)
H (7.4727, -2.2112, -2.8914)
H (8.0924, -2.4747, -4.5327)
H (8.0333, -0.8435, -3.8512)
H (5.6194, -2.5918, -4.5394)
H (6.1375, -1.1771, -5.4493)
H (4.7011, 2.9271, -3.6438)
H (5.7412, 2.7249, -2.2089)
H (3.9751, 2.7945, -2.0237)
C (3.2840, 1.3689, 3.1342)
C (2.6058, 0.0503, 3.4177)
O (3.5536, -0.9975, 3.6977)
C (4.0495, -1.0044, 4.9301)
O (3.7647, -0.2465, 5.8213)
O (4.9277, -2.0069, 5.0188)
C (5.5890, -2.1002, 6.2823)
H (4.0170, 1.2542, 2.3350)
H (2.5446, 2.1060, 2.8264)
H (3.8086, 1.7426, 4.0139)
H (2.0600, -0.2838, 2.5374)
H (1.8954, 0.1332, 4.2401)
H (4.8694, -2.1238, 7.0976)
H (6.2713, -1.2619, 6.4147)
H (6.1512, -3.0290, 6.2600)
C (-6.5890, -5.8728, 2.4885)
C (-6.8763, -4.5865, 1.7463)
O (-6.4429, -3.4345, 2.4888)
C (-5.1389, -3.1742, 2.4261)
O (-4.3193, -3.7912, 1.7960)
O (-4.8932, -2.1036, 3.1814)
C (-3.5123, -1.7409, 3.2590)
H (-7.0187, -5.8371, 3.4901)
H (-7.0151, -6.7203, 1.9517)
H (-5.5162, -6.0313, 2.5897)
H (-7.9483, -4.4517, 1.6159)
H (-6.4170, -4.5842, 0.7583)
H (-3.0799, -1.6415, 2.2649)
H (-2.9585, -2.4823, 3.8325)
H (-3.4686, -0.7821, 3.7670)

No. 3
This record from the Open Molecules 2025 dataset describes 7 unconnected molecules or ions with the total composition C27H50O23P2 in a non-equilibrium geometry. The level of theory is ωB97M-V with the def2-TZVPD basis set.

Its spin multiplicity is 1. Its SMILES is CCOP(=O)(OCC)OCC.CCOP(=O)(OCC)OCC.O=C1OCCO1.O=C1OCCO1.O=C1OCCO1.O=C1OCCO1.O=C1OCCO1. Its energy above the lowest of the compared OMol25 structures with the same formula, charge and spin is 23.6 kcal per mole. The calculation puts the frontier orbital gap at 0.3718 Eh. Its largest force on an atom is 2.150 eV/A. Its charge is 0.

Element x y z (Å)
C (-3.5606, 2.6013, -1.1800)
C (-4.8217, 2.0622, -1.8788)
O (-4.3518, 1.2373, -2.9340)
C (-3.0149, 1.0137, -2.7526)
O (-2.3063, 0.3273, -3.3956)
O (-2.5444, 1.7735, -1.7432)
H (-3.6336, 2.4870, -0.1004)
H (-3.2706, 3.6187, -1.4488)
H (-5.3639, 2.9380, -2.2252)
H (-5.3340, 1.4566, -1.1346)
C (3.9431, -3.3444, -3.7846)
C (2.4697, -3.1664, -4.1869)
O (1.9519, -4.4806, -4.0382)
C (2.8028, -5.2193, -3.2719)
O (2.5639, -6.3195, -2.9063)
O (3.8730, -4.4921, -2.9368)
H (4.2813, -2.5191, -3.1629)
H (4.5725, -3.5568, -4.6471)
H (2.4984, -2.8469, -5.2256)
H (2.0084, -2.4239, -3.5427)
C (0.2655, -1.6057, -1.7993)
C (-0.6875, -1.1986, -0.6620)
O (-0.9733, -2.4801, -0.0690)
C (-0.4915, -3.4775, -0.8509)
O (-0.5115, -4.6242, -0.5484)
O (-0.0359, -2.9612, -2.0172)
H (1.3085, -1.4299, -1.5387)
H (-0.0566, -1.0224, -2.6613)
H (-1.5413, -0.6371, -1.0340)
H (-0.1289, -0.7026, 0.1331)
C (0.4271, 3.0093, -2.8322)
C (0.7037, 3.0114, -4.3437)
O (1.5356, 1.8817, -4.5532)
C (1.5600, 1.1543, -3.4253)
O (2.1371, 0.1137, -3.3398)
O (0.9127, 1.7460, -2.4157)
H (-0.6414, 3.1262, -2.6655)
H (0.9848, 3.8219, -2.3657)
H (1.2102, 3.9435, -4.6161)
H (-0.1761, 3.0550, -4.9899)
C (1.5380, -1.3767, -7.6108)
C (0.9819, -0.0420, -7.1068)
O (0.0166, -0.3519, -6.1210)
C (-0.0496, -1.7150, -5.9903)
O (-0.7730, -2.2582, -5.2265)
O (0.7164, -2.3358, -6.9164)
H (2.5715, -1.6406, -7.3893)
H (1.4071, -1.4471, -8.6895)
H (0.4628, 0.4576, -7.9270)
H (1.7426, 0.6277, -6.7091)
C (3.3153, -2.2484, 5.0463)
C (3.4023, -2.6272, 3.5743)
O (3.9522, -1.5387, 2.8364)
P (3.3778, -1.3084, 1.3831)
O (1.9038, -1.1636, 1.3443)
O (4.1796, -0.0773, 0.7797)
C (3.5076, 0.9330, 0.0282)
C (2.9774, 2.0947, 0.8306)
O (3.9850, -2.5247, 0.5096)
C (3.0888, -3.5383, 0.0260)
C (3.7304, -4.9046, 0.2265)
H (4.2868, -1.8903, 5.4001)
H (2.6030, -1.4544, 5.2621)
H (3.1096, -3.1443, 5.6335)
H (3.9860, -3.5473, 3.5075)
H (2.3824, -2.8450, 3.2454)
H (4.2745, 1.2521, -0.6856)
H (2.7372, 0.5333, -0.6413)
H (3.6803, 2.3454, 1.6246)
H (2.8892, 2.9144, 0.1129)
H (1.9886, 1.9257, 1.2545)
H (2.1136, -3.5197, 0.5162)
H (2.9095, -3.3580, -1.0348)
H (3.9128, -5.0828, 1.2872)
H (3.1236, -5.7271, -0.1509)
H (4.6753, -4.9306, -0.3174)
C (-3.4499, 5.9302, 5.2422)
C (-2.6790, 4.7244, 4.7499)
O (-2.9338, 3.5190, 5.4505)
P (-4.0702, 2.5215, 4.9508)
O (-5.3822, 3.1181, 4.6534)
O (-3.4183, 1.8617, 3.6904)
C (-4.0708, 1.0241, 2.7493)
C (-3.0971, 0.0728, 2.0564)
O (-4.0357, 1.4038, 6.0799)
C (-4.4698, 1.7844, 7.4003)
C (-3.2638, 1.9669, 8.3261)
H (-3.3793, 6.7263, 4.5056)
H (-4.4614, 5.5919, 5.4687)
H (-3.0105, 6.3077, 6.1696)
H (-2.9503, 4.5736, 3.6952)
H (-1.6147, 4.9533, 4.6537)
H (-4.8361, 0.3807, 3.1925)
H (-4.5853, 1.6841, 2.0512)
H (-3.6211, -0.6604, 1.4451)
H (-2.5883, 0.6963, 1.3074)
H (-2.3094, -0.3754, 2.6534)
H (-4.9949, 2.7413, 7.3463)
H (-5.1656, 1.0338, 7.7660)
H (-3.5770, 1.8291, 9.3587)
H (-2.4725, 1.2770, 8.0324)
H (-2.8343, 2.9580, 8.1836)

Among the records above, which one has the highest spin multiplicity?
C27H50NO11